Entry 1:
ORCA calculation (ωB97M-V/def2-TZVPD) on an isolated ion of composition C5H11OS and charge +1.

Properties
Frontier orbital gap, eV: 8.338
Energy above the lowest of the compared OMol25 structures with the same formula, charge and spin, kJ/mol: 295.7
LUMO level, eV: -5.575
HOMO level, eV: -13.9
Charge: +1

Last column: Mulliken charge in e.
Positions of all 18 atoms, in Å:
S  0.9030  -1.1068  1.2503  0.161
O  -1.0875  -0.0606  -1.8907  -0.516
C  -2.1389  0.9738  -0.0083  -1.519
C  -0.6531  -1.0608  0.2835  -0.853
C  -0.8946  0.2386  -0.5174  0.573
C  2.7695  0.0464  -0.4190  -0.357
C  2.1084  0.1013  0.7655  -0.304
H  -2.1828  0.8518  1.0743  0.406
H  2.2494  0.9320  1.4515  0.393
H  -0.0624  0.9475  -0.4414  0.258
H  -2.0037  2.0377  -0.1812  0.360
H  -3.0342  0.5937  -0.4890  0.359
H  2.2261  0.1211  -1.3609  0.241
H  -1.4616  -1.2038  0.9986  0.482
H  -0.4642  -0.7433  -2.1497  0.296
H  3.8474  -0.0695  -0.4717  0.286
H  -0.6489  -1.9384  -0.3597  0.477
H  0.5280  -0.6607  2.4651  0.255

=====

Entry 2:
ORCA calculation (ωB97M-V/def2-TZVPD) on C43H38F3N2O3PbSb as an isolated structure.

Properties
Frontier orbital gap, eV: 7.405
Energy above the lowest of the compared OMol25 structures with the same formula, charge and spin, kJ/mol: 15.5
LUMO level, eV: -0.189
HOMO level, eV: -7.6
Charge: 0

Last column: Mulliken charge in e.
Positions of all 91 atoms, in Å:
Pb  1.4427  1.2059  0.1042  1.334
Sb  -1.1586  -0.5776  -0.2946  1.506
F  -6.9692  1.5877  0.2073  -0.358
F  -1.0137  -4.3964  4.6320  -0.371
F  -2.6223  -4.6613  -4.8040  -0.354
O  2.9754  -0.4522  0.4231  -0.233
O  -0.3731  2.3949  1.0698  -0.889
O  5.2562  -2.0429  0.1275  -0.514
N  0.9431  0.4547  2.2759  0.289
N  -0.1868  0.9896  2.9121  -0.681
C  -2.1427  -2.7254  3.4367  -0.799
C  2.6458  -1.3014  2.6322  0.640
C  5.7637  -0.7977  -0.3557  -0.654
C  -0.1136  -2.7865  1.5402  -0.528
C  1.1730  0.1885  -3.2876  -0.604
C  4.1192  -3.0474  3.4369  -0.881
C  3.3558  -1.2115  1.4101  0.378
C  -3.3707  1.5456  0.0496  -0.706
C  2.3558  2.3086  -3.2638  0.463
C  -2.6221  -2.4659  -3.9865  -0.628
C  2.3353  -2.0316  -2.9354  -1.237
C  -1.3177  -3.3775  -1.7002  -0.455
C  -1.6278  -2.0217  -1.8150  0.220
C  3.5299  0.2034  -2.9572  -0.449
C  -1.0710  -3.5865  3.5601  0.186
C  -4.2209  -0.6930  -0.2451  -0.216
C  -3.1384  0.1849  -0.1606  -0.362
C  -3.8960  2.4948  4.3015  -0.753
C  -2.2953  -3.7976  -3.8296  0.245
C  -2.4650  3.7559  2.2866  -0.389
C  2.3432  -0.5255  -3.0596  0.314
C  1.0521  4.4643  -3.6445  -1.596
C  -0.0462  -3.6351  2.6397  -1.007
C  -4.3527  3.7006  3.7798  -0.376
C  -2.2838  -1.5799  -2.9701  -0.502
C  3.0328  -2.2305  3.6196  -0.940
C  2.9516  4.4349  -2.0196  -1.195
C  -1.1964  -1.9220  1.3600  0.849
C  -4.6705  2.0292  0.1736  -0.624
C  1.4960  -0.4868  2.9563  -0.562
C  -2.0014  2.5527  2.8068  0.542
C  1.1743  1.5822  -3.3633  -0.221
C  -0.7540  1.9470  2.2241  0.311
C  2.4011  3.8318  -3.3192  0.721
C  4.5085  -2.0295  1.2713  0.060
C  -1.6515  -4.2761  -2.7106  -0.566
C  -5.7115  1.1331  0.0842  0.360
C  -3.6321  4.3332  2.7756  -0.642
C  -5.5189  -0.2210  -0.1236  -0.827
C  4.8614  -2.9236  2.2527  -0.357
C  -2.7241  1.9233  3.8218  -0.373
C  -2.1981  -1.8852  2.3306  -0.773
C  3.5366  1.5846  -3.0796  -0.823
H  3.0947  4.0946  -4.1219  0.356
H  1.0171  -0.6913  3.9137  0.385
H  -4.4569  1.9970  5.0847  0.405
H  5.7402  -3.5377  2.0784  0.472
H  -2.5498  -0.5322  -3.0827  0.536
H  -3.9798  5.2765  2.3685  0.426
H  0.6652  4.1323  -4.6122  0.364
H  2.2541  4.2592  -1.1955  0.116
H  -2.5339  2.2324  0.1450  0.601
H  2.4440  -2.2910  4.5326  0.405
H  0.2272  2.1027  -3.4826  0.266
H  -4.8733  3.0789  0.3545  0.513
H  6.4181  -0.3392  0.3903  0.313
H  -1.4193  -5.3324  -2.6348  0.465
H  2.5758  -2.5051  -3.8909  0.428
H  4.9690  -0.1075  -0.6178  0.117
H  1.1493  5.5518  -3.6769  0.442
H  -5.2669  4.1457  4.1568  0.412
H  -2.9098  -2.7064  4.2036  0.475
H  -4.0581  -1.7536  -0.4089  0.498
H  3.9174  4.0072  -1.7416  0.337
H  0.3095  4.2233  -2.8750  0.209
H  4.4641  -0.3248  -2.7824  0.573
H  -3.1328  -2.1384  -4.8854  0.445
H  0.7182  -2.7873  0.8361  0.662
H  3.0724  -2.3660  -2.2027  0.233
H  -2.3531  0.9853  4.2195  0.469
H  0.2375  -0.3512  -3.3801  0.568
H  3.0768  5.5161  -2.1223  0.456
H  -6.3740  -0.8836  -0.1867  0.468
H  1.3528  -2.3961  -2.6292  0.012
H  0.7945  -4.3031  2.7959  0.446
H  -0.8203  -3.7542  -0.8134  0.382
H  6.3518  -1.0395  -1.2365  0.280
H  -3.0218  -1.1874  2.2453  0.378
H  4.4098  -3.7673  4.1929  0.392
H  -1.9001  4.2342  1.4950  0.311
H  4.4830  2.1160  -3.0100  0.412

=====

Entry 3:
ORCA calculation (ωB97M-V/def2-TZVPD) on a 2-piece molecular cluster, C5H6NO2 overall.

Properties
Frontier orbital gap, eV: 10.110
Energy above the lowest of the compared OMol25 structures with the same formula, charge and spin, kJ/mol: 41.6
LUMO level, eV: -4.375
HOMO level, eV: -14.5
Charge: +1

Last column: Mulliken charge in e.
Positions of all 14 atoms, in Å:
O  -1.0104  3.3245  0.1931  -0.365
O  -2.6260  3.9537  1.6833  -0.334
N  2.7801  -0.4044  0.4372  0.057
C  -1.7169  0.1542  0.1040  -0.923
C  0.5406  0.4921  -0.3558  -0.129
C  -1.8190  3.6500  0.9184  0.697
C  1.7724  -0.0025  0.0338  0.208
C  -0.5002  0.2030  0.5802  -0.026
H  0.5021  1.5013  -0.5258  0.349
H  -2.6269  0.1117  0.5907  0.385
H  -1.8142  0.2289  -1.0098  0.184
H  3.6039  -0.8090  0.7820  0.294
H  0.2396  0.0209  -1.3407  0.355
H  -0.3008  -0.1496  1.6830  0.248

=====

Entry 4:
ORCA calculation (ωB97M-V/def2-TZVPD) on C13H33N3O13PS2V as an isolated structure.

Properties
Frontier orbital gap (alpha / beta), eV: 2.318 / 5.465
2S+1: 3
LUMO level (alpha / beta), eV: 4.037 / 3.923
HOMO level (alpha / beta), eV: 1.7 / -1.5
<S²>: 2.03
Charge: -2

Last column: Mulliken charge in e.
Positions of all 66 atoms, in Å:
V  0.8531  0.6944  -0.6774  1.297
S  1.9573  1.9726  2.4798  0.410
S  -3.1274  3.1307  -3.6630  0.319
P  -0.1712  -2.6083  0.3642  -0.698
O  0.3867  -1.2464  0.1780  -0.012
O  -3.1551  1.7236  -4.3190  -0.657
O  1.6049  2.5165  -1.2068  -0.212
O  1.0314  4.5733  -0.6163  -0.547
O  0.3863  0.2841  -2.1872  -0.652
O  1.2827  1.4085  1.1972  -0.208
O  5.0050  -0.6325  -0.1790  -0.516
O  -1.3474  3.5766  0.3214  -0.894
O  2.8799  4.1105  -1.7561  -0.782
O  4.6790  1.3143  -1.0443  -0.778
O  -2.3582  2.2706  1.6045  -0.623
O  -1.2472  1.4751  -0.1672  -0.438
O  2.9266  -0.0893  -0.9647  -0.603
N  -1.8888  -2.6588  0.2368  0.479
N  0.3594  -3.6119  -0.8856  0.404
N  0.2265  -3.2525  1.8794  0.236
C  4.1527  0.1974  -0.7867  0.530
C  1.1699  -3.0048  -1.9429  -0.991
C  0.0505  -5.0460  -0.9931  -1.007
C  -2.5816  -2.6590  -1.0457  -1.122
C  1.0068  3.5129  2.8997  -0.836
C  0.6768  -2.4571  3.0544  -0.948
C  3.5874  2.6803  1.8965  -0.817
C  -0.3510  -4.6347  2.2941  -1.165
C  -1.6913  2.4028  0.5190  0.628
C  -4.1108  3.1604  -2.1153  -0.510
C  1.8351  3.7383  -1.2397  0.545
C  -1.3570  3.2156  -3.1955  -0.405
C  -2.6172  -1.9164  1.3022  -1.058
H  1.0963  4.4042  2.2786  0.309
H  -1.3395  -4.5808  1.8379  0.476
H  1.2971  -3.2127  3.5365  0.463
H  1.2563  -3.7137  -2.7664  0.338
H  -0.0509  3.2506  2.8756  0.164
H  2.1102  -2.6348  -1.5342  0.220
H  -0.6244  3.4714  -3.9611  0.422
H  -5.0904  2.7108  -2.2782  0.394
H  -3.1997  -3.5560  -1.0091  0.358
H  4.2733  1.9717  1.4323  0.164
H  -3.0828  -1.7204  -1.2822  0.366
H  3.5702  3.5012  1.1796  0.233
H  -0.6094  -4.6259  3.3530  0.436
H  0.3951  3.9026  -0.3577  0.244
H  1.2247  -1.5656  2.7492  0.102
H  0.2915  -5.5037  2.1520  0.202
H  -1.0372  2.1759  -3.1264  0.089
H  -0.0569  -5.4442  -2.0021  0.358
H  0.5781  -2.2111  -2.3988  0.322
H  -3.2075  -2.6501  1.8511  0.260
H  -2.0033  -1.3090  1.9672  0.292
H  -1.9299  -2.7820  -1.9107  0.283
H  5.6071  0.1152  -0.1878  0.315
H  -3.6548  2.5058  -1.3725  -0.101
H  1.1988  3.7630  3.9431  0.462
H  -0.8564  -5.3005  -0.4446  0.340
H  -0.2313  -2.3022  3.6371  0.323
H  -1.1756  3.7645  -2.2715  0.085
H  0.7786  -5.6898  -0.4999  0.277
H  4.0236  3.0811  2.8115  0.460
H  -1.9961  3.1548  1.5109  0.285
H  -3.4057  -1.3124  0.8532  0.383
H  -4.2034  4.2018  -1.8073  0.305

=====

Entry 5:
ORCA calculation (ωB97M-V/def2-TZVPD) on a 2-piece molecular cluster, C9H14 overall.

Properties
Frontier orbital gap, eV: 10.098
Energy above the lowest of the compared OMol25 structures with the same formula, charge and spin, kJ/mol: 55.8
SMILES: Cc1ccccc1.CC
LUMO level, eV: 1.023
HOMO level, eV: -9.1
Charge: 0

Last column: Mulliken charge in e.
Positions of all 23 atoms, in Å:
C  -0.7371  0.5745  -0.9816  -0.351
C  0.9780  -1.1640  -0.8499  -0.611
C  -0.6114  -1.1507  -2.6207  -0.421
C  1.5900  -0.0585  3.5429  -0.845
C  -1.3077  -0.0891  -2.0816  0.741
C  0.3971  0.0128  -0.4257  -0.087
C  1.0973  1.3433  3.1539  -0.583
C  0.5304  -1.7133  -2.0467  -0.475
C  -2.6014  0.3707  -2.6665  -1.364
H  -1.0972  1.5307  -0.6300  0.367
H  2.2393  -0.4255  2.7425  0.235
H  -1.0185  -1.7075  -3.4645  0.318
H  -3.4426  -0.3169  -2.7740  0.322
H  0.7845  -0.7425  3.5600  0.303
H  0.3547  1.6658  3.8836  0.303
H  -2.5261  0.9515  -3.5842  0.299
H  2.2217  -0.0021  4.4234  0.323
H  0.7852  0.5108  0.4458  0.018
H  1.0856  -2.4965  -2.5345  0.395
H  1.7681  -1.6339  -0.3142  0.413
H  -3.0611  1.1478  -2.0294  0.350
H  1.9285  2.0421  3.0834  0.246
H  0.6426  1.3505  2.1682  0.102

=====

Entry 6:
ORCA calculation (ωB97M-V/def2-TZVPD) on C14H32LiNO14P as an isolated structure.

Properties
Frontier orbital gap, eV: 4.533
Energy above the lowest of the compared OMol25 structures with the same formula, charge and spin, kJ/mol: 189.8
LUMO level, eV: 2.052
HOMO level, eV: -2.5
Charge: -1

Last column: Mulliken charge in e.
Positions of all 63 atoms, in Å:
P  1.3731  -1.1105  0.5703  0.265
O  0.0095  0.6193  -5.2959  -0.339
O  1.2856  0.3671  0.4282  -0.346
O  -2.2982  2.3011  0.8024  -0.339
O  1.2256  5.6887  2.1803  -0.554
O  -2.4264  3.6597  -1.0241  -0.365
O  0.0552  -1.2860  -0.2828  -0.999
O  0.5715  0.7532  -3.0120  -0.495
O  0.7556  5.0061  0.0505  -0.173
O  2.5653  -1.7641  -0.0143  -0.890
O  0.7179  7.2000  0.5672  -0.308
O  -1.5338  1.5840  -1.1677  -0.657
O  1.8721  -0.5172  -4.2619  -0.380
O  1.0319  -1.3336  1.9548  -0.739
O  -1.8957  -2.4081  0.7060  -0.518
N  0.3551  -5.1665  2.1136  0.244
C  -2.1378  1.0191  1.2832  -0.550
C  -1.5934  -3.4380  1.6949  -0.296
C  0.8535  8.3045  1.4879  -0.671
C  1.2179  -4.3530  3.0001  -0.894
C  2.6687  -0.8916  -3.1339  -0.561
C  0.9188  3.6583  0.3405  -0.554
C  -0.4504  -4.3666  1.1646  -0.527
C  -1.3691  1.1485  -5.1855  -0.334
C  0.7576  0.3258  -4.1209  0.608
C  -2.1194  3.8642  -2.3932  -0.636
C  1.1765  -6.0917  1.4374  -1.031
C  0.9849  5.9599  1.0097  0.664
C  -2.0464  2.5053  -0.4282  0.880
C  -0.4610  -5.9753  3.0350  -1.185
Li  0.0104  0.2659  -0.8515  1.135
H  -1.3534  2.2317  -4.6013  -0.084
H  1.7823  -5.7686  0.7667  0.549
H  3.3951  -1.6782  -3.1925  0.326
H  1.7841  -4.8579  3.8228  0.330
H  0.0741  -6.5061  3.8245  0.416
H  -0.1107  8.5115  2.0233  0.299
H  -2.5366  4.8026  -2.8457  0.343
H  0.4908  -3.7299  0.7637  0.197
H  1.8514  8.3702  1.8677  0.318
H  0.7192  2.9680  -0.4714  -0.029
H  -1.0102  -2.0338  0.4186  0.321
H  0.5389  -3.4554  3.2913  0.377
H  2.2750  -0.7959  -2.2014  0.141
H  2.0417  3.3752  0.6267  0.354
H  -1.1258  -5.4838  3.6455  0.454
H  -2.5996  -3.9562  1.8904  0.283
H  -2.6438  1.2178  2.3260  0.247
H  -0.9216  4.0326  -2.5871  0.227
H  -1.8728  1.6202  -6.0565  0.371
H  1.8660  -6.5368  2.1595  0.396
H  0.7444  -6.7740  0.5969  0.309
H  -2.5110  3.2463  -3.1593  0.221
H  -2.8263  0.3171  0.7226  0.364
H  -0.9900  -6.6587  2.5155  0.517
H  -1.1928  0.5017  1.0349  0.191
H  3.1757  0.0218  -2.8234  0.374
H  -0.9240  -4.9823  0.4588  0.223
H  0.7331  9.4401  0.9012  0.205
H  -1.2582  -2.9846  2.6673  0.217
H  2.0612  -3.8758  2.3814  0.375
H  -2.1961  0.6713  -4.5855  0.304
H  0.4652  3.2213  1.1643  0.410

=====

Record order is preserved below.
Calculated total energy: -670.1321; -2729.3076; -399.0356; -3739.2602; -351.3089; -2009.4928 Eh